{
  "formula": "C4H9N4",
  "method": "the ωB97M-V functional and the def2-TZVPD basis",
  "symbols": ["C", "C", "C", "C", "N", "N", "N", "N", "H", "H", "H", "H", "H", "H", "H", "H", "H"],
  "positions_angstrom": [[3.453, -0.740, 0.346], [2.093, -0.821, 0.000], [-2.477, -0.942, -0.300], [-2.213, 1.380, 0.103], [3.819, 0.505, 0.306], [2.787, 1.153, -0.236], [1.716, 0.386, -0.448], [-2.709, 0.246, 0.336], [3.916, -1.557, 0.879], [1.661, -1.696, -0.303], [-2.044, -1.686, 0.347], [-3.493, -1.209, -0.581], [-2.096, -1.024, -1.254], [-2.385, 2.183, 0.728], [-1.425, 1.500, -0.623], [2.836, 2.174, -0.398], [-3.438, 0.149, 1.097]],
  "atomic_forces_ev_per_a": [[0.238, 0.217, 1.836], [2.459, -1.840, 0.735], [-2.166, -3.242, -0.521], [1.732, -0.360, -0.670], [4.105, -2.458, 1.672], [-2.750, 2.181, -1.575], [-3.371, 4.879, -1.740], [-1.311, 2.081, 2.549], [0.857, 0.333, -0.320], [-1.486, -1.964, -0.627], [0.053, -0.225, 0.337], [-0.352, -1.111, 0.397], [1.963, 1.075, -1.824], [-0.928, 1.542, 1.110], [0.008, -0.244, -0.462], [-0.249, -1.318, 0.044], [1.197, 0.455, -0.942]],
  "nbo_charge": [-0.051, 0.075, -0.459, 0.108, -0.232, -0.152, -0.395, -0.375, 0.229, 0.184, 0.251, 0.241, 0.257, 0.220, 0.234, 0.420, 0.446],
  "e_above_lowest_ev": 4.457,
  "e_tot_ha": -376.3119,
  "spin_multiplicity": 3,
  "charge": 1,
  "e_lumo_ev": [-5.10, -6.04]
}